A molecular structure, C34H51N4OP2Ti at a distorted geometry, computed with the ωB97M-V functional and the def2-TZVPD basis.

Last column: Löwdin charge in e.
Geometry (Å):
C: -1.777 1.820 1.489  -0.29
C: -2.157 0.615 -0.478  -0.29
C: -3.017 2.445 1.385  0.04
C: -3.362 1.271 -0.687  0.02
C: -3.785 2.220 0.250  0.04
H: -3.326 3.105 2.199  0.15
H: -3.950 1.019 -1.571  0.14
H: -4.701 2.782 0.076  0.14
N: -1.414 0.850 0.621  0.01
P: 0.915 1.666 2.048  1.10
P: -1.020 -2.000 -0.747  1.20
C: -0.770 2.199 2.554  -0.22
H: -0.813 3.286 2.730  0.10
H: -1.033 1.720 3.509  0.11
C: -1.530 -0.309 -1.501  -0.27
H: -2.215 -0.540 -2.322  0.11
C: -0.298 -2.913 -2.252  -0.63
C: -2.601 -2.832 -0.208  -0.64
C: 1.467 3.157 1.016  -0.64
C: 1.815 1.486 3.698  -0.66
C: 1.228 -2.736 -2.216  -0.09
H: 1.652 -3.129 -1.283  0.06
H: 1.664 -3.295 -3.061  0.11
H: 1.538 -1.690 -2.312  0.06
C: -0.576 -4.419 -2.171  -0.07
H: -0.217 -4.854 -1.229  0.09
H: -1.634 -4.661 -2.317  0.08
H: -0.022 -4.897 -2.993  0.11
C: -0.811 -2.378 -3.603  -0.05
H: -0.378 -3.021 -4.387  0.12
H: -1.901 -2.430 -3.715  0.08
H: -0.477 -1.348 -3.798  0.08
C: -2.171 -4.101 0.580  -0.07
H: -1.206 -3.987 1.099  0.05
H: -2.923 -4.311 1.354  0.11
H: -2.109 -4.981 -0.072  0.08
C: -3.452 -1.954 0.723  -0.07
H: -2.910 -1.616 1.609  0.06
H: -3.867 -1.087 0.198  0.07
H: -4.296 -2.577 1.063  0.12
C: -3.474 -3.160 -1.441  -0.05
H: -3.130 -2.716 -2.381  0.06
H: -3.567 -4.246 -1.574  0.10
H: -4.488 -2.770 -1.272  0.10
C: 3.292 1.163 3.419  -0.08
H: 3.769 0.827 4.354  0.11
H: 3.399 0.348 2.683  0.05
H: 3.857 2.034 3.061  0.08
C: 1.219 0.300 4.476  -0.08
H: 0.166 0.454 4.739  0.09
H: 1.302 -0.648 3.934  0.06
H: 1.792 0.203 5.414  0.12
C: 1.690 2.754 4.571  -0.06
H: 1.825 2.467 5.627  0.11
H: 2.471 3.491 4.343  0.09
H: 0.708 3.246 4.500  0.09
C: 0.591 3.388 -0.237  -0.05
H: 0.634 4.463 -0.494  0.11
H: 0.971 2.831 -1.102  0.06
H: -0.464 3.123 -0.108  0.07
C: 2.897 2.867 0.538  -0.08
H: 2.938 1.948 -0.069  0.07
H: 3.233 3.711 -0.081  0.12
H: 3.609 2.769 1.366  0.06
C: 1.426 4.431 1.879  -0.06
H: 0.424 4.630 2.283  0.08
H: 2.145 4.405 2.704  0.07
H: 1.690 5.287 1.243  0.11
Ti: 0.474 -0.343 0.625  0.74
C: -0.478 -1.285 2.103  -0.14
O: -1.023 -1.786 3.020  0.19
N: 0.827 0.312 -1.229  0.05
C: -0.209 0.373 -1.988  -0.34
C: -0.236 1.123 -3.276  -0.20
C: 1.006 1.418 -3.858  -0.02
C: -1.418 1.549 -3.915  -0.01
C: 1.070 2.035 -5.107  -0.03
H: 1.908 1.139 -3.309  0.12
C: -1.342 2.217 -5.139  -0.03
H: -2.385 1.371 -3.443  0.10
C: -0.104 2.442 -5.755  -0.01
H: 2.039 2.208 -5.573  0.12
H: -2.256 2.566 -5.619  0.13
H: -0.058 2.933 -6.731  0.13
N: 3.319 -1.431 1.030  0.03
C: 4.069 -2.522 1.254  0.01
C: 3.198 -3.581 1.465  0.01
C: 1.907 -3.058 1.367  -0.09
N: 1.981 -1.722 1.090  -0.12
H: 3.663 -0.481 0.871  0.16
H: 5.144 -2.482 1.258  0.15
H: 3.454 -4.613 1.680  0.13
H: 0.962 -3.557 1.527  0.11

Its orbital gap (spin up / spin down) is 6.00 / 5.99 eV. For the highest occupied orbital energy (spin up / spin down), the calculation gives -16.8 / -16.8 eV. The net charge is +3. The total energy comes out at -3151.70291 Ha.